1.
C4H14N | the ωB97M-V functional and the def2-TZVPD basis

XYZ file:
```
19
Properties=species:S:1:pos:R:3:nbo_charge:R:1
C 4.394 -2.712 0.345 -0.63
C 4.982 -1.447 0.979 -0.61
H 3.364 -2.213 0.315 0.21
H 5.029 -2.991 -0.548 0.22
H 4.376 -3.597 0.997 0.21
H 4.540 -1.098 1.901 0.20
H 4.834 -0.605 0.223 0.19
H 6.162 -1.322 0.958 0.20
C -4.117 1.030 -1.139 -0.66
C -2.761 0.861 -0.544 -0.24
N -2.541 2.040 0.279 -0.68
H -4.276 0.222 -1.878 0.27
H -4.311 2.025 -1.713 0.24
H -4.959 0.976 -0.381 0.23
H -1.925 0.969 -1.333 0.24
H -2.785 -0.064 0.048 0.25
H -3.338 2.368 0.847 0.45
H -1.765 1.720 0.891 0.45
H -2.149 2.942 -0.129 0.46
```

Net charge = +1
ΔE to the lowest compared entry with this formula, charge and spin = 195.8 kJ/mol

---

2.
C4H14N | the ωB97M-V functional and the def2-TZVPD basis

XYZ file:
```
19
Properties=species:S:1:pos:R:3:nbo_charge:R:1
C 0.529 -1.363 -0.633 -0.17
C 1.375 -2.577 -0.796 -0.65
N 0.870 -0.804 0.809 -0.68
H 1.003 -0.615 -1.286 0.23
H -0.482 -1.334 -0.655 0.23
H 1.348 -3.145 -1.774 0.28
H 1.023 -3.318 -0.059 0.22
H 1.820 -0.855 1.036 0.42
H 0.612 0.175 0.989 0.44
H 0.543 -1.253 1.608 0.42
H 2.419 -2.330 -0.582 0.23
C -1.161 1.654 -0.053 -0.61
C -1.651 3.004 0.425 -0.62
H -0.611 1.899 -0.992 0.23
H -0.606 1.150 0.839 0.13
H -1.968 0.916 -0.301 0.22
H -0.939 3.557 1.004 0.22
H -2.656 2.721 1.135 0.20
H -2.149 3.747 -0.285 0.24
```

Net charge = +1
ΔE to the lowest compared entry with this formula, charge and spin = 183.9 kJ/mol

---

3.
C4H14N2 | the ωB97M-V functional and the def2-TZVPD basis

XYZ file:
```
20
Properties=species:S:1:pos:R:3:mulliken_spin:R:1
C -0.721 -1.330 -1.676 2.35
N -0.612 0.097 -1.443 -1.27
C -1.862 0.813 -1.552 1.63
H -1.149 -1.803 -0.775 -0.15
H -1.362 -1.565 -2.540 -0.65
H 0.278 -1.753 -1.773 -0.29
H 0.105 0.528 -2.012 -0.15
H -2.390 0.646 -2.505 -0.28
H -1.690 1.897 -1.426 -0.15
H -2.544 0.491 -0.758 -0.23
C 1.413 -1.077 1.667 0.31
N 0.585 0.095 1.450 -0.39
C 1.137 1.389 1.789 0.42
H 0.981 -1.750 2.421 -0.12
H 1.475 -1.675 0.754 0.03
H 2.414 -0.806 2.008 0.01
H 0.173 0.075 0.518 0.12
H 1.475 1.952 0.914 -0.17
H 1.999 1.252 2.453 0.04
H 0.407 1.996 2.345 -0.07
```

Multiplicity = 2
Net charge = -1
ΔE to the lowest compared entry with this formula, charge and spin = 60.0 kJ/mol

---

Question: What is the net charge in the third record?
Answer: -1